(1)
A structure of composition C20H34CrF10N3O2PS4Te at a distorted geometry, computed with ωB97M-V/def2-TZVPD.

XYZ file:
```
76
Properties=species:S:1:pos:R:3:forces:R:3:lowdin_spin:R:1
Cr 0.953262 0.181743 -0.405535 -1.143 -0.147 1.722 0.998
C 4.224302 1.934913 -0.412085 -0.270 0.184 0.170 -0.001
C 4.107634 2.464874 1.018399 -0.204 0.206 0.006 0.001
S 2.547173 3.379924 1.339659 0.168 -0.057 0.232 0.000
C 2.094232 2.865033 3.036640 0.081 -0.081 -0.431 0.000
C 1.151391 1.655726 3.072745 0.250 -0.021 -0.167 0.002
S 1.864001 0.408127 1.946750 -0.246 -0.215 0.182 0.000
C 1.735743 -1.239237 2.739585 0.123 0.410 -0.054 0.000
C 1.207328 -2.304616 1.794823 0.096 -0.024 -0.315 -0.002
S 1.582747 -2.119297 0.012339 0.225 0.215 0.383 -0.010
C 3.409626 -2.169761 -0.101940 -0.256 -0.006 -0.135 0.000
C 4.104731 -0.836447 0.111217 -0.184 0.244 -0.134 0.001
S 3.314141 0.434363 -0.943696 0.544 -0.338 -0.061 0.012
H 5.267757 1.687940 -0.615584 -0.025 -0.049 -0.059 0.000
H 3.911463 2.692259 -1.131436 -0.030 -0.039 -0.047 0.000
H 4.911833 3.190808 1.146516 0.115 -0.141 -0.023 0.000
H 4.224952 1.679737 1.760372 0.086 0.021 0.027 0.000
H 1.590540 3.728516 3.469276 0.043 -0.009 0.073 0.000
H 3.012000 2.677510 3.591809 -0.071 -0.029 0.124 0.000
H 0.155041 1.907266 2.713344 0.008 0.043 0.037 0.000
H 1.102492 1.227975 4.074598 -0.087 -0.032 -0.015 0.000
H 1.090664 -1.151427 3.612355 0.035 -0.096 0.038 0.000
H 2.741296 -1.491032 3.073005 -0.032 -0.034 0.089 0.000
H 0.118420 -2.316770 1.797457 0.012 -0.064 0.015 0.000
H 1.580501 -3.286259 2.086969 -0.114 -0.037 0.046 0.000
H 3.578915 -2.521566 -1.118954 0.058 -0.081 0.043 0.000
H 3.758201 -2.926225 0.600092 0.049 -0.031 -0.048 0.000
H 5.145205 -0.920056 -0.204849 0.009 0.019 0.018 0.000
H 4.070988 -0.517553 1.151054 0.073 -0.032 0.001 0.000
C -2.311884 -3.597149 0.789876 -0.096 -0.035 0.029 0.000
N -2.385803 -2.455024 -0.107054 0.262 0.468 0.265 0.000
C -1.857654 -2.711093 -1.444849 -0.142 0.045 -0.056 0.000
P -2.295446 -0.891637 0.456456 -0.743 -0.441 -0.168 0.002
O -0.898306 -0.327120 0.387294 1.068 0.269 -0.332 0.010
N -2.765032 -0.831305 2.035303 0.283 -0.128 -0.188 0.000
C -4.142715 -1.107826 2.414690 0.003 0.035 -0.042 0.000
C -1.837394 -0.686954 3.141720 0.027 -0.026 -0.092 0.000
N -3.403875 -0.064608 -0.420747 0.170 -0.243 0.444 0.001
C -3.588739 1.339109 -0.053998 0.078 0.078 -0.103 0.000
C -4.479427 -0.642922 -1.209817 0.008 0.015 -0.104 0.000
H -2.974507 -4.387882 0.432201 0.011 0.001 0.008 0.000
H -2.633302 -3.310631 1.789089 0.014 -0.055 0.009 0.000
H -1.298661 -4.013125 0.845978 0.008 0.035 -0.014 0.000
H -2.470573 -3.462913 -1.946115 -0.001 0.027 -0.023 0.000
H -0.825720 -3.073952 -1.408985 -0.006 0.022 0.011 0.000
H -1.882262 -1.790203 -2.028116 0.014 -0.060 -0.080 0.000
H -4.745483 -1.286387 1.525850 -0.059 0.045 0.035 0.000
H -4.554756 -0.260449 2.967481 -0.052 -0.026 -0.027 0.000
H -4.203546 -1.995226 3.051633 0.010 -0.004 -0.019 0.000
H -0.876694 -0.365813 2.745704 -0.006 0.034 0.102 0.000
H -1.714032 -1.625862 3.695393 -0.004 0.005 0.004 0.000
H -2.205932 0.070690 3.837248 0.015 0.005 -0.005 0.000
H -2.724027 1.688461 0.509241 -0.019 0.078 -0.019 0.000
H -4.489348 1.468465 0.553582 0.010 -0.043 0.014 0.000
H -3.675247 1.957087 -0.947368 0.019 -0.014 -0.012 0.000
H -4.395178 -1.725943 -1.229272 -0.035 0.018 -0.021 0.000
H -4.444238 -0.263563 -2.233896 0.002 0.005 0.008 0.000
H -5.449707 -0.371790 -0.783474 0.010 -0.018 0.018 0.000
F -1.262850 3.569548 -2.280774 0.583 -1.093 0.149 -0.001
C -0.534604 0.904873 -2.780647 -0.612 -0.875 0.103 0.004
C 0.443936 0.011092 -2.317381 0.070 0.070 -0.837 -0.009
C 1.200696 -0.587260 -3.299453 -0.184 -0.028 0.573 0.006
F 2.146151 -1.478150 -2.923796 0.099 -0.041 -0.335 0.001
C 1.048171 -0.317683 -4.651112 -0.249 0.103 0.079 -0.002
F 1.795096 -0.927568 -5.548256 0.155 -0.014 -0.126 -0.001
C 0.086586 0.599393 -5.067028 0.211 -0.119 0.096 0.005
F -0.063856 0.853799 -6.353250 -0.030 0.019 -0.120 0.002
C -0.752732 1.183254 -4.135729 0.008 -0.027 0.346 -0.002
F -1.749863 1.943711 -4.519882 -0.160 0.039 -0.142 -0.001
F 0.697929 3.742081 -3.637387 -0.409 -0.276 0.745 -0.001
Te 0.549168 3.082178 -1.852972 2.413 4.952 -2.144 -0.002
F 0.101528 4.499264 -0.642235 0.040 -0.645 -0.319 0.000
F 2.053787 2.009392 -2.633399 -0.877 -0.002 0.406 -0.001
F -1.516807 1.192225 -1.883196 -0.320 -0.106 -0.536 0.001
F 2.159604 4.120281 -1.670498 -0.486 -0.417 0.306 -0.001
O 0.570997 2.008631 -0.383010 -0.416 -1.412 0.400 -0.011
```
Positions in Å, forces in eV/Å.

Properties
relative energy (zero: lowest compared OMol25 entry of this formula, charge and spin) = 2.0828 eV
E_HOMO (alpha / beta) = -11.191 / -11.196 eV
HOMO-LUMO gap (alpha / beta) = 6.5 / 6.7 eV
molecular weight = 877.33 Da
<S²> = 0.765
spin multiplicity = 2
net charge = +1
electronic energy = -145369.460 eV

***

(2)
A cluster of 4 separate species, C30H52NO13PS in total at a distorted geometry, computed with ωB97M-V/def2-TZVPD.

XYZ file:
```
98
Properties=species:S:1:pos:R:3:forces:R:3:lowdin_charge:R:1
C 5.996615 4.905324 3.995577 -0.246 -1.118 -0.629 -0.096
C 5.319072 3.401151 3.888411 -1.306 0.048 0.706 -0.341
C 4.416296 3.133796 5.270553 0.381 0.939 -0.123 -0.156
C 5.249189 3.401858 6.655946 -1.166 -0.746 1.138 -0.259
C 6.436515 2.295882 6.967383 0.285 0.460 -0.524 -0.546
S 6.403892 1.840437 8.822970 1.019 -0.569 -0.951 0.573
C 6.409164 2.196331 3.514378 -1.338 -0.514 -0.804 -0.227
P 8.270070 2.617288 3.451138 2.519 -4.728 3.163 0.796
O 9.023599 1.617520 4.467325 -2.445 3.130 -2.931 -0.551
C 5.700807 1.541823 2.158281 1.602 -0.745 -3.306 -0.218
O 6.247369 1.058200 1.039809 -4.109 3.015 7.558 0.000
O 4.256668 1.706230 2.533112 3.168 1.022 -2.552 -0.093
C 4.126575 3.187534 2.735027 -0.360 0.549 0.570 -0.222
C 4.127658 4.162942 1.418142 -0.309 -0.327 -1.426 -0.121
C 2.591568 4.418044 0.811215 -0.100 0.207 -1.055 -0.177
C 2.231604 3.364782 -0.433991 1.818 0.673 0.639 -0.217
N 2.364217 1.968397 0.131281 -1.201 0.044 -1.296 -0.106
C 1.052021 1.217393 0.168803 -0.214 -1.741 0.291 -0.200
C 0.092223 1.561602 1.456538 -2.706 1.182 3.410 -0.046
C 0.214780 0.808665 2.944754 -2.864 2.574 -0.195 -0.011
C -0.820203 1.169084 4.206056 -0.876 2.026 -3.045 -0.077
C -2.039546 2.287454 4.034381 3.175 -0.913 -3.783 -0.074
C -2.146781 3.060386 2.574289 2.185 -2.729 1.175 -0.020
C -1.116370 2.694895 1.347447 0.596 -1.216 2.653 -0.166
O -1.246739 3.397405 0.061349 0.877 0.528 2.602 -0.124
H 6.804482 4.883119 4.873523 -1.887 0.356 -2.061 0.082
H 5.139660 5.682779 4.174617 1.750 -1.452 -0.123 0.103
H 6.483700 5.145899 2.946208 -0.736 -0.332 2.264 0.088
H 3.541872 3.943899 5.214803 1.921 -1.663 0.200 0.129
H 3.875903 2.088979 5.218769 1.372 1.933 0.215 0.139
H 4.461513 3.277259 7.544560 1.543 0.339 -1.919 0.101
H 5.622030 4.527960 6.744055 -0.607 -2.595 -0.344 0.117
H 7.455919 2.825544 6.744264 -1.795 -1.519 0.203 0.076
H 6.289905 1.268742 6.406099 0.383 2.430 0.885 0.079
H 7.453860 0.870061 8.907437 -1.343 1.374 -0.484 -0.112
H 6.406431 1.240980 4.228779 0.027 2.308 -1.225 0.139
H 8.614602 3.950854 3.871772 -0.663 -0.445 -0.886 0.012
H 8.785963 2.284755 2.120647 -0.813 0.983 0.749 0.031
H 3.025811 3.312505 3.161283 2.554 -0.410 -0.518 0.155
H 4.759474 3.690957 0.521558 -1.220 0.880 2.028 0.129
H 4.590942 5.231488 1.595625 -0.859 -2.288 0.145 0.109
H 1.759011 4.304030 1.626377 1.650 0.259 -1.348 0.101
H 2.552603 5.518317 0.349540 0.042 -2.267 1.148 0.113
H 3.131212 3.498798 -1.207320 -2.186 -0.100 1.364 0.126
H 1.188219 3.595916 -0.934160 2.126 -0.557 1.018 0.112
H 3.122145 1.423923 -0.371010 -1.635 0.812 0.813 0.125
H 0.428621 1.287851 -0.838474 1.064 0.126 2.173 0.120
H 1.335120 0.062407 0.271951 -0.709 2.504 -0.098 0.137
H 1.038176 -0.010733 3.156350 -1.852 1.931 -0.663 0.090
H -0.736555 0.642981 5.272877 -0.002 1.140 -2.780 0.082
H -2.815026 2.546097 4.897575 1.994 -0.689 -2.091 0.087
H -3.028104 3.855721 2.482113 2.293 -1.886 -0.158 0.095
H -0.877945 4.346213 0.144965 -0.853 -2.277 0.151 0.127
C -1.928107 -3.820574 -3.219603 -0.269 0.173 0.242 -0.060
C -1.022577 -2.791216 -3.873899 0.281 -0.777 0.180 -0.211
O -1.717545 -1.558772 -4.102016 -0.149 0.917 0.696 0.013
C -1.922474 -0.789864 -3.005747 0.052 -0.229 0.396 -0.559
O -1.567061 -1.047236 -1.865690 -0.401 0.435 -1.593 0.101
O -2.620685 0.312165 -3.385507 0.595 -1.009 0.041 -0.011
C -2.998485 1.156168 -2.300588 -0.083 0.478 0.432 -0.039
H -2.841564 -3.958922 -3.808832 0.197 -0.063 -0.025 0.082
H -1.417126 -4.782062 -3.124167 -0.026 0.101 -0.071 0.084
H -2.242987 -3.500090 -2.221650 0.161 -0.072 -0.144 0.063
H -0.707384 -3.162327 -4.854590 -0.167 0.393 0.034 0.124
H -0.112948 -2.618933 -3.286183 -0.281 0.122 0.000 0.125
H -2.130198 1.442744 -1.698003 -0.214 -0.169 -0.038 0.080
H -3.748806 0.654060 -1.683024 0.218 0.080 0.051 0.087
H -3.443616 2.064593 -2.716078 0.132 -0.311 -0.173 0.100
C -3.735417 -5.606125 -9.229291 0.236 0.072 0.305 -0.072
C -4.998074 -4.811676 -9.516026 0.377 -0.289 -0.495 -0.219
O -5.539954 -4.246994 -8.315428 0.213 0.905 0.416 0.023
C -4.883347 -3.167395 -7.827213 0.508 0.138 -0.010 -0.548
O -3.895288 -2.640588 -8.315580 -1.449 -0.712 0.622 0.106
O -5.496708 -2.782473 -6.677514 0.280 -0.473 -1.101 -0.008
C -4.834594 -1.716577 -6.001059 0.259 0.456 0.327 -0.044
H -3.923870 -6.363020 -8.459661 -0.083 0.028 -0.218 0.082
H -3.374503 -6.101166 -10.134467 -0.097 0.033 0.066 0.079
H -2.935549 -4.963172 -8.849039 -0.154 -0.007 -0.176 0.073
H -5.761077 -5.484436 -9.921051 -0.075 0.243 0.323 0.122
H -4.824729 -4.030970 -10.266337 0.038 -0.022 0.300 0.125
H -4.687155 -0.856119 -6.662141 0.098 -0.264 0.078 0.101
H -3.877766 -2.066604 -5.603013 -0.056 0.192 -0.172 0.083
H -5.464055 -1.402886 -5.163571 -0.063 -0.285 -0.237 0.096
C -7.058235 -6.451326 0.687038 -0.214 0.294 -0.154 -0.071
C -5.547711 -6.379389 0.831296 -0.409 -0.378 0.446 -0.218
O -4.975217 -5.493309 -0.138780 0.179 1.045 0.068 0.024
C -5.135526 -4.171112 0.108436 -0.423 0.207 0.331 -0.544
O -5.706897 -3.679650 1.069836 0.895 -0.714 -1.347 0.109
O -4.573825 -3.477266 -0.915895 -0.341 -0.742 0.784 -0.015
C -4.770216 -2.067816 -0.832194 -0.032 0.573 0.006 -0.042
H -7.334106 -6.720402 -0.338745 0.114 -0.115 0.170 0.083
H -7.478902 -7.190005 1.374105 0.094 0.029 -0.075 0.079
H -7.526829 -5.484515 0.895520 0.155 -0.149 0.093 0.074
H -5.121776 -7.370518 0.644030 0.134 0.335 -0.201 0.123
H -5.250372 -6.086443 1.845342 -0.080 0.149 -0.253 0.126
H -4.426054 -1.674301 0.130019 -0.164 -0.132 -0.161 0.108
H -5.825777 -1.829591 -0.991943 0.103 -0.019 0.186 0.104
H -4.184710 -1.595615 -1.626057 -0.030 -0.416 0.110 0.068
```
Positions in Å, forces in eV/Å.

Properties
relative energy (zero: lowest compared OMol25 entry of this formula, charge and spin) = 15.1068 eV
E_HOMO = -8.536 eV
HOMO-LUMO gap = 8.5 eV
molecular weight = 697.78 Da
electronic energy = -80169.749 eV